Molecular formula: C3H18N2O7
Method: DFT, ωB97M-V/def2-TZVPD

Each line ends with the Mulliken charge.
Positions of all 30 atoms, in Å:
N1 -2.28987 1.90680 -1.41241  -0.435
C1 -1.64569 1.14759 -0.47535  0.595
O1 -2.20389 0.14283 -0.05345  -0.771
N2 -0.46295 1.45376 0.10329  0.130
C2 0.37471 2.32496 -0.60811  -0.666
C3 1.82090 1.69637 -0.68651  -0.189
O2 2.50286 1.90857 0.55841  -0.576
H1 -1.87105 2.75658 -1.79902  0.200
H2 -3.19418 1.59959 -1.91579  0.262
H3 -0.17294 0.64931 0.71652  0.067
H4 0.56067 3.34325 -0.07326  0.168
H5 -0.03351 2.28630 -1.68491  0.411
H6 1.77128 0.52522 -1.00492  0.087
H7 2.57637 2.15192 -1.33602  0.374
H8 1.79142 1.77199 1.31176  0.339
O3 1.40905 -2.49363 1.63126  -0.735
H9 0.52654 -2.62352 1.12732  0.348
H10 2.16592 -2.53576 0.99954  0.329
O4 1.50981 -1.24251 -2.01005  -0.692
H11 2.43178 -1.59192 -2.26095  0.293
H12 0.88536 -1.80674 -1.62787  0.394
O5 -0.66263 -2.37341 -1.24461  -0.653
H13 -1.01575 -2.18193 -0.32474  0.347
H14 -0.98026 -3.21631 -1.27432  0.283
O6 0.65738 -0.04653 2.48424  -0.591
H15 1.19146 -0.87855 2.22133  0.395
H16 0.20767 0.02597 3.28625  0.211
O7 -1.54683 -2.25029 1.22849  -0.608
H17 -1.93748 -1.33393 1.03791  0.413
H18 -2.25921 -2.63917 1.63039  0.271

Summary:
Relative energy (zero: lowest compared OMol25 entry of this formula, charge and spin) ... 0.554 eV
Multiplicity ... 1
E_HOMO ... -9.27 eV
Calculated total energy ... -20714.9954 eV
SMILES string ... NC(=O)NCCO.O.O.O.O.O
Net charge ... 0
Molecular weight ... 194.184 u

---

Molecular formula: ClH2NOS2
Method: DFT, ωB97M-V/def2-TZVPD

Each line ends with the Mulliken charge.
Positions of all 7 atoms, in Å:
O1 -0.36941 -1.83210 -0.14548  -0.551
S1 -0.49582 -0.36317 0.18689  0.628
S2 -2.17241 0.56455 -0.14856  -0.327
N1 0.61513 0.45018 -0.61481  -0.273
Cl1 2.24706 0.31777 -0.02598  -0.009
H1 -0.06582 -0.49948 1.56066  0.204
H2 0.24127 1.36225 -0.81272  0.330

Summary:
Relative energy (zero: lowest compared OMol25 entry of this formula, charge and spin) ... 2.018 eV
Multiplicity ... 1
E_HOMO ... -9.90 eV
Calculated total energy ... -37759.7645 eV
SMILES string ... O=[S@H](=S)NCl
Net charge ... 0
Molecular weight ... 131.609 u